Entry 1:
This record from the OMol25 dataset describes a molecular structure, C17H21Cl2NOPtS2Si. The level of theory is ωB97M-V/def2-TZVPD.

Values from the calculation:
Spin multiplicity = 3
DFT total energy = -2915.92456 hartree
HOMO energy (spin up / spin down) = 2.038 / -0.890 eV
Energy relative to the best compared isomer or geometry (same formula, charge and spin) = 0.0 kJ/mol
Expectation value of S² = 2.029
Charge = -2
Orbital gap (spin up / spin down) = 2.4 / 5.4 eV

CARTESIAN COORDINATES (ANGSTROEM)
Pt (0.01355, -0.31026, -0.30070)
C (1.81338, -5.57027, -2.63310)
Si (0.30427, -5.79449, -1.49076)
C (0.29490, -7.64764, -1.05015)
C (-1.21765, -5.56052, -2.61353)
C (0.32083, -4.82880, 0.06454)
C (0.20339, -5.46067, 1.36458)
C (0.16822, -4.67360, 2.50123)
C (0.24753, -3.29170, 2.41059)
N (0.34377, -2.65991, 1.18978)
C (0.35939, -3.41334, 0.10710)
S (0.42518, -2.44766, -1.40676)
H (1.86084, -6.38542, -3.36424)
H (2.73814, -5.56995, -2.05226)
H (1.75325, -4.61887, -3.16001)
H (0.30531, -8.25531, -1.95838)
H (-0.59582, -7.90935, -0.47451)
H (1.16814, -7.91278, -0.44973)
H (-1.16798, -6.21112, -3.49338)
H (-1.27750, -4.52191, -2.93686)
H (-2.13360, -5.79338, -2.06362)
H (0.14279, -6.54044, 1.45278)
H (0.07376, -5.13617, 3.48233)
H (0.21039, -2.64149, 3.27881)
Cl (-2.34744, -1.35643, 0.22364)
C (-3.52876, -0.07940, 0.15742)
C (-4.84735, -0.45964, 0.34542)
C (-5.86010, 0.48860, 0.31341)
C (-5.51962, 1.81302, 0.09255)
C (-4.19239, 2.16204, -0.09285)
Cl (-3.86599, 3.85963, -0.36342)
C (-3.11484, 1.25111, -0.07703)
S (-1.48616, 1.74567, -0.31323)
H (-5.06560, -1.50513, 0.51594)
H (-6.89323, 0.20010, 0.45814)
H (-6.27222, 2.58970, 0.06129)
C (2.97488, -1.01298, 0.53411)
O (2.87346, 0.27468, -0.07336)
C (1.61292, 0.69590, -0.34121)
C (1.74281, 2.05338, -0.99418)
H (2.59318, -1.77480, -0.14595)
H (2.37734, -1.04306, 1.44579)
H (4.03697, -1.15015, 0.74033)
H (2.74180, 2.46692, -0.84154)
H (0.98827, 2.73991, -0.61121)
H (1.55679, 1.94152, -2.06722)


Entry 2:
This record from the OMol25 dataset describes a molecular structure, C17H21ClIN6OPdS. The level of theory is ωB97M-V/def2-TZVPD.

Values from the calculation:
Spin multiplicity = 1
DFT total energy = -2347.17537 hartree
HOMO energy (spin up / spin down) = -16.613 / -16.723 eV
Energy relative to the best compared isomer or geometry (same formula, charge and spin) = 69.8 kJ/mol
Charge = +3
Orbital gap (spin up / spin down) = 4.0 / 4.1 eV

CARTESIAN COORDINATES (ANGSTROEM)
Pd (-0.91678, 0.15603, -0.24505)
Cl (4.46664, 4.68839, 0.65728)
C (3.53918, 3.34275, 0.31558)
C (4.19126, 2.14514, -0.02660)
C (3.47512, 1.01908, -0.31620)
I (4.41187, -0.74331, -0.86183)
C (2.00404, 1.01560, -0.25194)
O (1.34629, 0.01921, -0.52523)
C (1.34096, 2.27173, 0.13582)
N (0.00964, 2.25110, 0.21685)
C (-0.63712, 3.37312, 0.52185)
C (0.02191, 4.58087, 0.73636)
C (1.39883, 4.61129, 0.66771)
C (2.09396, 3.42896, 0.37822)
H (5.27268, 2.12430, -0.07290)
H (-1.71669, 3.31985, 0.58786)
H (-0.54526, 5.47408, 0.95954)
H (1.94144, 5.53424, 0.82535)
C (-6.03933, 0.81035, 1.58913)
C (-4.76697, 0.17058, 2.10643)
N (-3.71721, 0.32102, 1.10135)
C (-3.92532, 0.43946, -0.22326)
N (-2.83595, 0.54402, -1.03242)
C (-3.00808, 0.67634, -2.46853)
C (-4.33308, 1.33908, -2.81164)
C (-5.44327, 0.57009, -2.12843)
N (-5.17402, 0.45064, -0.69432)
C (-6.32670, 0.29134, 0.19415)
H (-5.91901, 1.89516, 1.56178)
H (-6.87590, 0.57387, 2.24283)
H (-4.92927, -0.88642, 2.33034)
H (-4.43556, 0.65890, 3.02114)
H (-2.77257, 0.43324, 1.41745)
H (-2.97838, -0.32064, -2.92769)
H (-2.16934, 1.24205, -2.87389)
H (-4.47866, 1.33458, -3.88985)
H (-4.33057, 2.37736, -2.47351)
H (-5.55367, -0.42631, -2.56630)
H (-6.39466, 1.08512, -2.24824)
H (-6.61344, -0.76440, 0.23110)
H (-7.16709, 0.83195, -0.23864)
N (0.49140, -3.06170, -0.99322)
C (-0.26264, -3.23378, 0.07933)
N (-0.58245, -4.44106, 0.49459)
S (-0.91217, -1.89348, 0.98976)
H (0.86802, -3.85611, -1.49132)
H (0.86010, -2.16114, -1.22441)
H (-0.22240, -5.27603, 0.05426)
H (-1.16383, -4.56992, 1.30775)


Entry 3:
This record from the OMol25 dataset describes C17H21ClN4O4 in the gas phase. The level of theory is ωB97M-V/def2-TZVPD.

Values from the calculation:
Spin multiplicity = 1
DFT total energy = -1640.49707 hartree
HOMO energy = -8.400 eV
Energy relative to the best compared isomer or geometry (same formula, charge and spin) = 442.7 kJ/mol
Charge = 0
Orbital gap = 9.0 eV

CARTESIAN COORDINATES (ANGSTROEM)
C (-3.61738, 3.31253, 0.28537)
H (-2.90784, 3.85408, -0.33694)
O (-3.17259, 1.98331, 0.33885)
C (-4.00357, 1.15142, 1.12001)
C (-3.44881, -0.27043, 1.12634)
N (-3.90203, -1.05060, -0.01631)
C (-3.46801, -2.44141, 0.03152)
C (-2.18334, -2.69349, -0.78775)
N (-1.39283, -1.48319, -0.86262)
C (-0.18778, -1.45263, -0.26506)
O (0.27405, -2.40621, 0.34491)
C (0.61236, -0.20372, -0.35669)
N (0.53254, 0.70360, -1.29771)
O (1.48582, 1.62918, -1.05328)
C (2.15928, 1.28960, 0.06111)
C (1.65527, 0.12266, 0.55333)
H (1.95792, -0.43716, 1.41163)
C (3.26532, 2.18318, 0.52279)
O (4.19143, 1.51802, 1.34896)
C (4.94313, 0.51894, 0.81871)
C (5.82166, -0.13682, 1.69163)
N (6.61128, -1.11745, 1.31713)
C (6.59196, -1.52237, 0.05992)
C (5.76068, -0.93485, -0.88240)
C (4.91848, 0.10401, -0.50850)
H (4.27343, 0.55313, -1.24676)
Cl (5.75816, -1.48142, -2.51678)
H (7.25579, -2.33405, -0.19733)
H (5.86974, 0.16102, 2.72861)
H (2.85871, 2.98451, 1.14996)
H (3.75447, 2.64154, -0.34789)
C (-2.04846, -0.38176, -1.53287)
H (-1.81501, -0.39915, -2.60336)
C (-3.57031, -0.48853, -1.30959)
H (-4.00860, 0.50365, -1.39984)
H (-4.03076, -1.13409, -2.06196)
H (-1.69133, 0.56284, -1.12468)
H (-2.43389, -3.00231, -1.80790)
H (-1.56982, -3.46609, -0.32314)
H (-3.31290, -2.72673, 1.07223)
H (-4.27615, -3.06105, -0.37327)
H (-3.82571, -0.77635, 2.01928)
H (-2.35389, -0.20237, 1.20492)
H (-5.03024, 1.14956, 0.72528)
H (-4.03450, 1.53380, 2.15206)
H (-3.64656, 3.76306, 1.28555)
H (-4.61915, 3.38060, -0.15747)


Copy entry 1 word for word.
This record from the OMol25 dataset describes a molecular structure, C17H21Cl2NOPtS2Si. The level of theory is ωB97M-V/def2-TZVPD.

Values from the calculation:
Spin multiplicity = 3
DFT total energy = -2915.92456 hartree
HOMO energy (spin up / spin down) = 2.038 / -0.890 eV
Energy relative to the best compared isomer or geometry (same formula, charge and spin) = 0.0 kJ/mol
Expectation value of S² = 2.029
Charge = -2
Orbital gap (spin up / spin down) = 2.4 / 5.4 eV

CARTESIAN COORDINATES (ANGSTROEM)
Pt (0.01355, -0.31026, -0.30070)
C (1.81338, -5.57027, -2.63310)
Si (0.30427, -5.79449, -1.49076)
C (0.29490, -7.64764, -1.05015)
C (-1.21765, -5.56052, -2.61353)
C (0.32083, -4.82880, 0.06454)
C (0.20339, -5.46067, 1.36458)
C (0.16822, -4.67360, 2.50123)
C (0.24753, -3.29170, 2.41059)
N (0.34377, -2.65991, 1.18978)
C (0.35939, -3.41334, 0.10710)
S (0.42518, -2.44766, -1.40676)
H (1.86084, -6.38542, -3.36424)
H (2.73814, -5.56995, -2.05226)
H (1.75325, -4.61887, -3.16001)
H (0.30531, -8.25531, -1.95838)
H (-0.59582, -7.90935, -0.47451)
H (1.16814, -7.91278, -0.44973)
H (-1.16798, -6.21112, -3.49338)
H (-1.27750, -4.52191, -2.93686)
H (-2.13360, -5.79338, -2.06362)
H (0.14279, -6.54044, 1.45278)
H (0.07376, -5.13617, 3.48233)
H (0.21039, -2.64149, 3.27881)
Cl (-2.34744, -1.35643, 0.22364)
C (-3.52876, -0.07940, 0.15742)
C (-4.84735, -0.45964, 0.34542)
C (-5.86010, 0.48860, 0.31341)
C (-5.51962, 1.81302, 0.09255)
C (-4.19239, 2.16204, -0.09285)
Cl (-3.86599, 3.85963, -0.36342)
C (-3.11484, 1.25111, -0.07703)
S (-1.48616, 1.74567, -0.31323)
H (-5.06560, -1.50513, 0.51594)
H (-6.89323, 0.20010, 0.45814)
H (-6.27222, 2.58970, 0.06129)
C (2.97488, -1.01298, 0.53411)
O (2.87346, 0.27468, -0.07336)
C (1.61292, 0.69590, -0.34121)
C (1.74281, 2.05338, -0.99418)
H (2.59318, -1.77480, -0.14595)
H (2.37734, -1.04306, 1.44579)
H (4.03697, -1.15015, 0.74033)
H (2.74180, 2.46692, -0.84154)
H (0.98827, 2.73991, -0.61121)
H (1.55679, 1.94152, -2.06722)


- Which value of energy relative to the best compared isomer or geometry (same formula, charge and spin) does entry 1 give?
  0.0 kJ/mol